Entry 1:
# C4H9O2

A 2-piece molecular cluster, C4H9O2 overall (the ωB97M-V functional and the def2-TZVPD basis, the Open Molecules 2025 dataset).

```
15
C4H9O2 the ωB97M-V functional and the def2-TZVPD basis
O 3.67442 0.51935 -0.45248
O 2.94035 2.27408 0.79180
C 1.82271 0.19589 1.01418
C 2.94041 1.07499 0.40498
C -2.75350 -0.75091 -0.76158
C -1.37291 -0.22327 -0.40659
H 2.44547 -0.59859 1.44843
H -3.04752 -0.03472 -1.55837
H -1.35772 0.85535 -0.31870
H -0.72697 -0.53115 -1.24797
H -0.75675 -0.74514 0.32989
H -2.80703 -1.76851 -1.17609
H 1.35982 -0.45701 0.26580
H 1.17526 0.76074 1.67020
H -3.53603 -0.57112 -0.00350
```

Values from the calculation:
- E_LUMO (spin up / spin down) (Eh) = 0.24385 / 0.24253
- energy relative to the best compared isomer or geometry (same formula, charge and spin) (kJ/mol) = 32.4
- expectation value of S² = 0.7505
- total charge = -2
- spin multiplicity = 2
- orbital gap (spin up / spin down) (eV) = 2.91 / 8.27

=====

Entry 2:
# C40H88N10O14

A 13-piece molecular cluster, C40H88N10O14 overall (the ωB97M-V functional and the def2-TZVPD basis, the Open Molecules 2025 dataset).

```
152
C40H88N10O14 the ωB97M-V functional and the def2-TZVPD basis
O -5.35227 5.66889 19.89169
O 6.62403 15.21398 33.46883
O -4.33873 17.97249 21.74010
O -4.00528 12.08518 13.34947
O 5.94927 11.40279 21.21409
O 2.51549 17.05869 25.19538
O -8.29042 8.71754 30.90883
O 0.53442 19.01947 34.65312
O 0.50103 17.82005 32.80270
O -5.15886 3.35168 30.74316
O 1.60320 4.57551 17.72046
O -1.21583 11.09736 33.92217
O -5.65200 19.28890 20.70497
O 4.93753 9.81788 20.08821
N -3.23224 3.49294 31.76345
N -3.14640 13.59445 14.65146
N 5.81612 6.97912 25.97002
N -2.03792 11.40605 25.39844
N -3.09409 9.95288 33.59804
N 0.37163 16.81055 24.68455
N -9.59952 7.16217 29.94702
N -7.18501 4.45408 20.02172
N -0.54705 4.28097 17.50407
N 7.76998 13.94885 32.05238
C 0.12641 5.95751 19.12726
C 3.77116 11.92433 20.65527
C -6.22778 5.26299 20.55301
C 4.79480 6.28542 25.14921
C 6.71355 14.16396 32.81261
C 1.99057 19.55567 32.68395
C 1.02014 18.78823 33.51448
C 4.90378 10.94520 20.60536
C 1.53174 19.26729 31.33020
C -2.14531 10.62088 24.17002
C -3.08433 11.21270 23.16397
C -6.20063 5.64075 22.06069
C 0.79350 17.89310 31.40500
C 0.48213 4.90383 18.04254
C -4.37770 11.07792 26.40423
C 5.55061 5.40666 24.13455
C -5.12727 17.46238 19.38074
C 4.30170 12.86953 21.70700
C 5.34966 8.29813 26.49817
C -6.42597 18.02372 18.82648
C 1.54364 18.93058 24.16646
C -3.22361 12.03085 25.97917
C -1.14664 10.65479 26.32478
C -0.77157 11.43255 27.54302
C -9.34940 8.43191 30.35045
C 6.54574 6.09964 26.91862
C -4.97441 18.21310 20.73107
C -3.27395 12.31791 14.29537
C -4.04331 3.87843 30.80609
C -2.61236 11.16422 15.12944
C -2.40569 11.03786 33.74540
C 5.81349 12.75815 21.59619
C 5.52587 13.21344 32.87265
C -3.21205 12.34444 33.59190
C 6.44542 9.26231 27.10462
C 5.59390 5.55588 27.92536
C 1.52831 17.48080 24.66810
C -6.55700 19.32172 19.58288
C -10.35188 9.52985 29.97976
C -3.62876 5.00867 29.85127
H -2.91627 12.73581 26.75162
H 6.42956 5.94534 23.78047
H -0.35406 3.55916 16.82447
H -7.31196 17.43011 19.05172
H 3.51837 12.34771 19.68318
H 3.93827 13.88995 21.58555
H -7.95173 4.14074 20.59971
H -3.62602 12.73534 34.52137
H -8.93682 6.50959 30.34079
H -5.36292 11.52903 26.28617
H 4.89959 6.31713 28.28108
H 4.82133 8.82977 25.70676
H 0.46363 15.86280 25.02131
H 7.33999 6.68101 27.38687
H -6.29776 18.24414 17.76672
H -9.90652 10.52465 29.99178
H 4.21235 7.07313 24.67134
H -4.22651 17.83855 18.89571
H 4.01609 12.45593 22.67420
H -7.59743 19.42305 19.89162
H 2.92283 11.39042 21.08349
H -10.86532 9.36152 29.03311
H -5.48118 4.99506 22.56425
H 0.03622 17.89707 30.62103
H -3.12975 10.59328 22.26823
H 3.99700 5.73281 25.64544
H -2.48682 13.06957 33.22269
H -0.23986 10.37684 25.78759
H -0.54598 17.11681 24.39418
H 1.46449 17.08218 31.12163
H -0.05423 12.24235 27.40978
H -6.95927 4.15259 19.08457
H -4.32229 5.14908 29.02217
H -3.47616 2.73912 32.38982
H -6.35815 20.21790 18.99515
H 5.50071 12.65361 33.80756
H 0.94825 20.11580 30.97289
H 6.12586 5.06006 28.73731
H -2.61974 9.06121 33.60318
H 4.97911 4.78992 27.45265
H -2.47219 10.28973 14.49404
H 4.51446 8.09076 27.16714
H 0.58907 19.39988 23.92849
H -1.61343 11.52805 15.37000
H -4.02072 12.22530 32.87082
H 5.98493 10.16753 27.50037
H 6.29614 13.43763 20.89373
H 7.27942 9.48407 26.43876
H -4.08587 9.98948 33.41056
H -0.30053 6.78139 18.55538
H -4.49355 10.28879 25.66131
H 0.96116 6.27791 19.75066
H 7.01111 5.25737 26.40664
H -2.57580 4.97239 29.57192
H -11.11534 9.46228 30.75479
H -2.89185 13.93959 15.56590
H 7.09005 8.83915 27.87500
H -2.51311 9.61476 24.37137
H -1.67181 11.85483 27.98951
H 2.96637 19.09666 32.84280
H 4.58130 13.75638 32.83930
H -0.57713 5.48795 19.81475
H 2.00864 20.63518 32.83375
H 7.74219 13.08539 31.52915
H -3.59896 14.24799 14.02843
H 4.94542 5.16821 23.25990
H -1.45392 4.68367 17.69252
H -2.63573 12.20242 23.07836
H -3.63599 12.71230 25.23508
H -4.12781 11.32229 23.45932
H 5.49715 12.45611 32.08925
H -5.29730 16.38965 19.47257
H 2.01030 19.52917 24.94876
H -1.73292 9.78103 26.60925
H -0.22109 10.85043 28.28207
H -3.25428 10.95298 15.98467
H 8.47341 14.67106 31.99158
H -1.20589 10.26221 23.74936
H 6.29633 12.93168 22.55788
H -5.98415 6.69923 22.20514
H -7.17598 5.41945 22.49407
H -4.28356 10.67559 27.41288
H 5.90800 4.45819 24.53551
H -3.75989 5.87672 30.49735
H -2.34610 3.96491 31.87342
H 2.17084 19.03768 23.28144
H 2.42484 19.13684 30.71906
H -10.37926 6.99924 29.32609
```

Values from the calculation:
- E_LUMO (Eh) = 0.00019
- orbital gap (eV) = 7.99

=====

Number 1: calculated total energy -308.180936 Eh. Number 2: calculated total energy -3177.815919 Eh.